[1]
ORCA calculation (ωB97M-V/def2-TZVPD) on a molecular structure, C16H27ClCoO2S3Si2.

```
! wB97M-V def2-TZVPD RIJCOSX def2/J DEFGRID3
* xyz -1 5
Co -0.14834 0.52518 -0.66718
C 2.51634 2.89424 -1.31212
Si 1.11630 2.40778 -0.10079
C 1.91553 2.70441 1.60700
C -0.25630 3.76387 -0.20125
C 0.11025 5.11042 -0.25124
C -0.84049 6.11974 -0.28361
C -2.18958 5.79291 -0.26906
C -2.56806 4.45923 -0.21962
C -1.62105 3.43288 -0.18268
Si -2.20351 1.60266 -0.05532
C -3.03721 1.54649 1.69522
C -3.72459 1.44837 -1.23760
H 2.94939 3.85552 -1.02230
H 2.16286 2.95990 -2.34284
H 3.30126 2.13700 -1.27656
H 2.32669 3.71800 1.62380
H 2.72762 1.99960 1.80070
H 1.19349 2.60928 2.41958
H 1.16333 5.37711 -0.27010
H -0.53176 7.15876 -0.31756
H -2.93888 6.57640 -0.29785
H -3.62683 4.21403 -0.20942
H -4.12394 1.46695 1.60615
H -2.80815 2.46651 2.23627
H -2.69091 0.71219 2.31130
H -4.63177 1.83051 -0.76152
H -3.90848 0.41218 -1.53441
H -3.54801 2.02036 -2.15094
O -0.76860 -1.39220 0.12127
S -1.97726 -1.90852 -0.59646
C -3.28973 -2.10690 0.66000
C -4.07099 -3.31573 0.18427
C -3.03670 -4.40870 -0.14028
C -1.75580 -3.73640 -0.65042
H -3.87209 -1.18846 0.72041
H -2.76658 -2.27656 1.60289
H -4.63296 -3.05331 -0.71601
H -4.78480 -3.66031 0.93291
H -3.44073 -5.11148 -0.86875
H -2.81450 -4.97873 0.76258
H -1.50995 -3.99599 -1.67848
H -0.88660 -3.92154 -0.02117
C 5.11896 0.11122 0.06837
O 4.34083 -0.22472 1.21169
C 3.06172 -0.67321 1.10319
S 2.30410 -0.94220 2.56634
S 2.29616 -0.83828 -0.40080
H 5.31638 1.18543 0.07647
H 4.60309 -0.15949 -0.85067
H 6.06564 -0.42738 0.13850
Cl -0.38106 0.29000 -2.81513
*
```

Lowest unoccupied orbital energy (spin up / spin down), eV: 2.238 / 2.001
HOMO energy (spin up / spin down), eV: -3.3 / -4.0
Kohn-Sham gap (spin up / spin down), Eh: 0.2028 / 0.2205
Energy, eV: -119536.8848

natural (NBO) atomic charge list, values in e, 4 entries:
1 Co 1.18
2 C -1.11
3 Si 1.06
4 C -1.11


[2]
ORCA calculation (ωB97M-V/def2-TZVPD) on a molecular structure, C18H47Mn2N4O13S2.

```
! wB97M-V def2-TZVPD RIJCOSX def2/J DEFGRID3
* xyz 1 11
Mn -0.14918 -1.96471 1.70582
Mn 2.48245 0.39497 2.46640
N 0.23596 0.85585 0.11912
O 0.07399 1.39461 -0.99192
O 1.07439 1.24917 0.90813
O -0.40126 -0.13093 0.54820
N 2.80092 -1.91539 0.24604
O 3.31211 -0.95652 0.72668
O 3.36824 -2.47147 -0.66732
O 1.67767 -2.18087 0.50551
O 1.09243 -1.00192 2.94332
H 1.45533 -0.77499 3.82158
C 1.20473 -3.85911 -2.55369
C 0.72159 -2.41757 -2.54509
N -0.19218 -1.95798 -3.63879
C -0.52737 -0.53910 -3.42708
C -1.26666 0.21797 -4.51839
C 0.48544 -2.10311 -4.90910
C 1.75607 -1.29648 -5.18183
H 2.22537 -3.95659 -2.92368
H 0.54261 -4.59227 -3.01431
H 1.36196 -4.04155 -1.49063
H 0.24946 -2.16700 -1.59514
H 1.52782 -1.68482 -2.57915
H -1.11037 -0.43953 -2.51149
H 0.34988 0.06800 -3.20357
H -0.61536 0.60563 -5.30173
H -2.06641 -0.38228 -4.95220
H -1.69356 1.08402 -4.01262
H -0.22342 -2.05207 -5.73554
H 0.90372 -3.10323 -4.79547
H 2.21743 -1.52533 -6.14250
H 2.52417 -1.58988 -4.46626
H 1.62299 -0.22593 -5.02593
C -3.40285 -0.53755 1.58759
C -2.60690 -0.69848 2.84837
N -1.94164 -2.00109 3.08820
C -1.46135 -1.97097 4.48948
C -2.49677 -1.71275 5.56164
C -2.93790 -3.12946 2.86344
C -2.66860 -4.49113 3.56284
H -3.18504 -1.21301 0.76029
H -3.36383 0.48746 1.21892
H -4.47320 -0.57788 1.78962
H -1.81979 0.04734 2.73748
H -3.12062 -0.19365 3.66650
H -0.71184 -1.18121 4.54080
H -0.97241 -2.89493 4.79821
H -2.68421 -0.66531 5.79791
H -2.13625 -2.03554 6.53834
H -3.49149 -2.13587 5.42162
H -3.93632 -2.86078 3.20852
H -2.99782 -3.31516 1.79104
H -3.43678 -5.22463 3.31794
H -1.66199 -4.90239 3.48720
H -2.88163 -4.34714 4.62209
O 4.18773 1.00705 -4.17027
S 5.08733 1.45436 -3.16103
O 6.48492 1.79054 -3.46984
O 4.43474 2.83119 -2.49251
C 3.19278 2.78391 -1.85572
C 2.25925 3.51940 -2.87326
C 4.91922 0.32890 -1.70950
H 3.22518 3.53344 -1.06500
H 2.94060 1.80530 -1.44727
H 1.32795 3.87080 -2.42909
H 1.98967 2.75251 -3.59942
H 2.66267 4.47839 -3.19836
H 3.90408 -0.06795 -1.69966
H 5.08290 0.84897 -0.76565
H 5.63020 -0.49377 -1.78592
O -3.12294 5.87823 0.54633
S -1.92804 5.26822 1.13642
O -1.00201 6.16565 1.86392
O -2.39279 4.02967 2.14391
C -1.53089 3.50073 3.11577
C -2.50235 2.64552 3.96156
C -1.02083 4.32284 -0.18873
H -0.95955 4.19035 3.73715
H -0.76912 2.88353 2.63948
H -2.90762 1.92012 3.25611
H -3.28353 3.12374 4.55247
H -1.86204 2.19218 4.71824
H -0.52897 5.05871 -0.82486
H -1.82344 3.78466 -0.69297
H -0.32682 3.60735 0.25232
*
```

Lowest unoccupied orbital energy (spin up / spin down), eV: -6.368 / -6.450
HOMO energy (spin up / spin down), eV: -10.1 / -10.1
Kohn-Sham gap (spin up / spin down), Eh: 0.1386 / 0.1355
Energy, eV: -136299.6971

Mulliken atomic charge list, values in e, 4 entries:
1 Mn 0.86
2 Mn 1.04
3 N 0.45
4 O -0.21


[3]
ORCA calculation (ωB97M-V/def2-TZVPD) on C22H23N5O2S in the gas phase.

```
! wB97M-V def2-TZVPD RIJCOSX def2/J DEFGRID3
* xyz 0 1
N -0.09230 0.27542 2.27750
C 0.93616 -0.21821 2.34666
C 2.24843 -0.80395 2.45271
C 3.35087 0.24513 2.20460
N 3.30036 0.76103 0.86533
C 3.86989 0.19606 -0.24097
S 4.91990 -1.20024 -0.12786
C 4.09849 -2.23205 -1.39982
C 2.68609 -2.46459 -0.88711
O 2.45369 -3.29723 -0.03261
N 1.77910 -1.60453 -1.40408
C 0.46798 -1.38081 -0.93978
C -0.24015 -2.31256 -0.18857
C -1.49882 -2.01020 0.28173
C -2.10558 -0.77430 0.02527
N -3.33094 -0.47774 0.59167
C -4.40848 -1.44482 0.57996
C -5.31332 -1.19790 -0.63803
O -5.82283 0.11685 -0.64891
C -4.77930 1.06914 -0.64919
C -3.86794 0.86494 0.56760
C -1.38768 0.14142 -0.75262
C -0.12912 -0.15933 -1.22667
N 3.54552 0.77645 -1.36168
C 2.70418 1.80038 -1.00651
C 2.05571 2.73945 -1.80080
C 1.24417 3.65486 -1.16602
C 1.07684 3.64873 0.22020
C 1.71748 2.73010 1.02621
C 2.52940 1.80142 0.39662
H 2.36446 -1.21750 3.45776
H 2.32790 -1.62622 1.73513
H 4.32753 -0.22144 2.35965
H 3.23892 1.08040 2.90172
H 4.15248 -1.71130 -2.35311
H 4.66022 -3.16360 -1.41921
H 2.12361 -0.88855 -2.03352
H 0.20543 -3.26512 0.04424
H -2.00513 -2.74071 0.89292
H -4.02079 -2.46025 0.53927
H -4.99586 -1.32135 1.49650
H -6.18201 -1.85816 -0.61904
H -4.73464 -1.38288 -1.55774
H -5.26281 2.04705 -0.62190
H -4.19381 0.97639 -1.57718
H -3.05995 1.59352 0.59187
H -4.47140 0.98785 1.47467
H -1.80297 1.10506 -0.99998
H 0.40017 0.57008 -1.82329
H 2.19325 2.74194 -2.87049
H 0.72310 4.39745 -1.75177
H 0.42875 4.38341 0.67321
H 1.57577 2.73099 2.09547
*
```

Lowest unoccupied orbital energy, eV: 0.434
HOMO energy, eV: -7.2
Kohn-Sham gap, Eh: 0.2794
Energy, eV: -45568.6813
Energy relative to the best compared isomer or geometry (same formula, charge and spin), kJ/mol: 20.34
SMILES: N#CCCn1c(SCC(=O)Nc2ccc(N3CCOCC3)cc2)nc2ccccc21

natural (NBO) atomic charge list, values in e, 4 entries:
1 N -0.32
2 C 0.29
3 C -0.54
4 C -0.19


> Which value of energy does entry 1 give?

-119536.8848 eV


> Which value of energy does entry 2 give?

-136299.6971 eV